(1)
Molecular formula: C5H9O
Method: DFT, wB97M-V/def2-TZVPD

Properties
Highest occupied orbital energy = -15.16 eV
2S+1 = 1
Frontier orbital gap = 9.0 eV
Net charge = +1
Lowest unoccupied orbital energy = -0.2280 hartree

Structure (XYZ):
```
15
C5H9O (wB97M-V/def2-TZVPD)
O 1.93 -0.50 0.01
H -0.49 -1.53 0.03
H 0.87 1.43 -0.09
C -0.41 -0.38 0.08
H 3.75 -0.13 -0.82
H -3.54 -0.18 -1.06
H 3.76 -0.19 0.97
C -1.64 0.30 -0.01
H -3.61 0.11 0.83
C -2.99 -0.33 -0.03
C 0.82 0.29 -0.04
H 2.92 1.13 0.06
H -2.91 -1.45 0.19
C 3.16 0.07 0.04
H -1.62 1.36 -0.17
```

---

(2)
Molecular formula: C5H9O2P
Method: DFT, wB97M-V/def2-TZVPD

Properties
SMILES = C=C(C)OC(=O)CP
Highest occupied orbital energy = -9.57 eV
2S+1 = 1
Frontier orbital gap = 10.3 eV
Net charge = 0
Lowest unoccupied orbital energy = 0.0265 hartree

Structure (XYZ):
```
17
C5H9O2P (wB97M-V/def2-TZVPD)
H 3.48 -1.92 -0.60
H -3.38 0.01 -0.39
O -0.22 1.10 -0.32
C -2.39 0.03 -0.76
C -1.66 0.49 1.54
H -2.59 0.30 1.98
H 0.83 -1.02 0.81
H -2.41 0.87 -1.59
H 3.68 0.18 -0.52
H -1.01 1.00 2.22
O 2.01 1.54 -0.44
C 1.12 0.72 -0.26
H 1.35 -1.21 -1.05
C 1.41 -0.76 -0.05
P 3.30 -0.97 0.37
H -2.13 -0.85 -1.19
C -1.39 0.49 0.25
```

---

(3)
Molecular formula: C5H9O3
Method: DFT, wB97M-V/def2-TZVPD

Properties
SMILES = [O-]/C(O)=C/CCCO
Highest occupied orbital energy = -2.18 eV
2S+1 = 1
Frontier orbital gap = 6.0 eV
Net charge = -1
Lowest unoccupied orbital energy = 0.1384 hartree

Structure (XYZ):
```
17
C5H9O3 (wB97M-V/def2-TZVPD)
C 1.92 0.74 -0.26
C -1.22 -1.46 0.06
O 1.83 1.15 1.11
C -0.16 -0.43 0.54
H -1.70 -2.19 0.72
O 3.04 0.89 -0.76
C -2.38 -0.76 -0.61
H 0.65 -0.26 -1.60
H -0.72 0.39 1.04
H -3.04 -1.52 -1.00
H 2.81 1.37 1.37
H -0.69 -2.05 -0.72
H 0.64 -0.77 1.21
H -2.67 0.45 0.92
H -1.93 -0.07 -1.39
C 0.80 -0.04 -0.58
O -3.20 0.03 0.23
```

---

(4)
Molecular formula: C5H9O3Zn
Method: DFT, wB97M-V/def2-TZVPD

Properties
Highest occupied orbital energy (spin up / spin down) = -13.06 / -13.15 eV
2S+1 = 1
Frontier orbital gap (spin up / spin down) = 6.1 / 6.7 eV
Net charge = +1
Lowest unoccupied orbital energy (spin up / spin down) = -0.2571 / -0.2370 hartree

Structure (XYZ):
```
18
C5H9O3Zn (wB97M-V/def2-TZVPD)
H 1.51 -1.18 -0.59
H -2.27 -0.65 -1.99
Zn 0.50 2.19 -0.56
H 1.20 -1.38 1.11
C -2.63 0.01 0.07
O -0.37 2.01 1.14
H 3.20 0.12 1.65
H 3.56 0.20 -0.08
C 1.66 -0.70 0.39
H -2.86 1.06 -1.84
O -1.20 -0.03 0.26
H -3.94 -0.31 -1.56
O 0.99 0.59 0.39
C 3.10 -0.42 0.70
C -2.91 0.05 -1.41
H -2.97 -0.95 0.49
C -0.20 0.77 1.07
H 3.63 -1.38 0.77
```

---

(5)
Molecular formula: C5H9O4
Method: DFT, wB97M-V/def2-TZVPD

Properties
Highest occupied orbital energy (spin up / spin down) = -8.18 / -10.04 eV
2S+1 = 2
Frontier orbital gap (spin up / spin down) = 8.6 / 9.9 eV
Net charge = 0
Lowest unoccupied orbital energy (spin up / spin down) = 0.0141 / -0.0062 hartree

Structure (XYZ):
```
18
C5H9O4 (wB97M-V/def2-TZVPD)
C 2.93 -1.63 0.22
H 1.75 1.14 0.50
O 1.98 -2.25 0.57
H -0.36 0.71 -1.94
H -2.71 1.12 1.98
H -2.28 -1.16 0.43
O 2.44 0.52 0.83
C 2.96 -0.21 -0.29
C -1.92 -0.27 0.94
O -2.95 0.20 1.79
C -1.45 0.77 -0.10
H -0.99 -0.55 1.48
C -1.24 0.24 -1.48
H -1.10 -0.85 -1.46
H 4.01 0.05 -0.48
O -1.27 1.93 0.27
H -2.14 0.49 -2.07
H 2.33 -0.26 -1.19
```

---

(6)
Molecular formula: C5H9OP
Method: DFT, wB97M-V/def2-TZVPD

Properties
SMILES = P[C@]12C[C@H]1CCO2
Highest occupied orbital energy = -8.84 eV
2S+1 = 1
Frontier orbital gap = 9.8 eV
Net charge = 0
Lowest unoccupied orbital energy = 0.0362 hartree

Structure (XYZ):
```
16
C5H9OP (wB97M-V/def2-TZVPD)
H -2.29 -1.44 -0.69
H 1.28 -2.13 -0.18
H 0.44 1.38 1.73
C 1.20 -1.16 0.20
C -0.17 1.30 0.84
H -0.25 1.56 -1.20
H 1.48 -0.25 -1.85
H -0.85 2.18 0.61
H -3.01 -0.84 0.79
O -0.22 -1.18 0.48
C -0.73 0.01 0.19
H 2.30 0.72 -0.35
H 1.70 -0.96 1.13
P -2.58 -0.12 -0.31
C 0.22 0.89 -0.59
C 1.46 0.03 -0.80
```

---

(7)
Molecular formula: C5H9OP
Method: DFT, wB97M-V/def2-TZVPD

Properties
SMILES = P[C@]12C[C@H]1CCO2
Highest occupied orbital energy = -8.90 eV
2S+1 = 1
Frontier orbital gap = 9.6 eV
Net charge = 0
Lowest unoccupied orbital energy = 0.0267 hartree

Structure (XYZ):
```
16
C5H9OP (wB97M-V/def2-TZVPD)
H -0.74 -2.16 0.90
H 2.66 1.00 0.71
H 3.42 0.31 -1.11
C -0.29 0.71 0.60
P 2.88 -0.25 0.12
H 0.00 1.16 1.52
O 0.13 -1.33 -0.68
H -1.64 -2.12 -0.45
C -1.58 -0.11 0.55
H -2.36 0.26 -0.28
H -0.85 1.10 -1.38
C -0.97 -1.50 0.02
C 0.06 1.21 -0.76
C 0.66 -0.06 -0.29
H -2.15 -0.19 1.53
H 0.77 1.97 -0.99
```

---

(8)
Molecular formula: C5H9P
Method: DFT, wB97M-V/def2-TZVPD

Properties
SMILES = C=CC/C=C\P
Highest occupied orbital energy = -8.99 eV
2S+1 = 1
Frontier orbital gap = 10.1 eV
Net charge = 0
Lowest unoccupied orbital energy = 0.0398 hartree

Structure (XYZ):
```
15
C5H9P (wB97M-V/def2-TZVPD)
H -1.11 1.78 -0.71
H -2.61 -0.08 -1.31
H -0.83 0.47 1.57
H 2.72 -0.71 0.12
C -0.17 0.68 0.79
C -1.71 -0.44 -0.87
C 1.12 0.69 1.14
H 3.47 0.89 0.74
H -0.51 -1.98 -0.19
H -2.20 -2.46 -0.71
H 1.70 0.81 2.18
P 2.34 0.66 -0.22
C -0.76 0.74 -0.63
C -1.51 -1.69 -0.47
H 0.07 0.64 -1.45
```

---

(9)
Molecular formula: C5H9PS3
Method: DFT, wB97M-V/def2-TZVPD

Properties
Highest occupied orbital energy = -8.02 eV
2S+1 = 1
Frontier orbital gap = 7.7 eV
Net charge = 0
Lowest unoccupied orbital energy = -0.0136 hartree

Structure (XYZ):
```
18
C5H9PS3 (wB97M-V/def2-TZVPD)
H -1.22 1.95 1.72
C -0.70 -1.30 -2.31
S -0.59 0.16 -3.32
C 0.61 0.90 1.42
H 1.28 0.10 1.71
H -2.02 -1.68 -0.85
C -0.84 0.93 1.45
H 0.24 -1.88 -2.46
S 0.67 3.05 -2.57
H 0.82 2.63 0.32
H -0.41 -1.55 -0.12
H -1.20 0.17 2.08
P 0.61 1.20 -1.94
C -1.17 -1.13 -0.88
H -1.47 -2.00 -2.69
S -1.56 0.66 -0.44
C 1.30 1.84 0.85
H 2.35 1.86 1.08
```

---

(10)
Molecular formula: C5HF3NO3
Method: DFT, wB97M-V/def2-TZVPD

Properties
SMILES = N#C/C(C(=O)[O-])=C(\O)C(F)(F)F
Highest occupied orbital energy = -5.12 eV
2S+1 = 1
Frontier orbital gap = 8.3 eV
Net charge = -1
Lowest unoccupied orbital energy = 0.1167 hartree

Structure (XYZ):
```
13
C5HF3NO3 (wB97M-V/def2-TZVPD)
F 0.36 1.21 1.82
O 1.83 -1.36 1.21
C -0.07 1.42 0.57
C 0.06 -0.87 -0.34
N -0.73 -3.02 -1.45
F 0.94 1.99 -0.10
C -0.42 -2.02 -0.95
O -2.01 0.33 -0.44
F -1.01 2.42 0.70
C 1.67 -0.94 0.08
C -0.67 0.21 -0.10
O 2.39 -0.55 -0.82
H -2.35 1.19 -0.19
```

---

(11)
Molecular formula: C60H105N15
Method: DFT, wB97M-V/def2-TZVPD

Properties
Highest occupied orbital energy = -10.52 eV
2S+1 = 1
Frontier orbital gap = 10.3 eV
Net charge = 0
Lowest unoccupied orbital energy = -0.0085 hartree

Structure (XYZ):
```
180
C60H105N15 (wB97M-V/def2-TZVPD)
C 6.95 -10.73 -7.32
H 5.58 -20.88 -10.86
N 11.93 -13.29 -12.79
H -0.35 -19.55 -8.30
H 2.20 -13.10 -9.63
C 5.03 -12.34 -7.32
C 9.31 -19.87 -9.59
N 8.47 -13.97 -6.06
H 6.54 -12.18 -8.87
C 5.99 -11.51 -8.20
C -1.19 -13.19 -9.26
H 8.64 -19.86 -10.45
H 5.06 -14.95 -12.85
N 2.74 -15.19 -6.09
H 2.97 -21.55 -10.76
H 5.97 -23.83 -6.28
N 2.71 -17.71 -10.39
C 5.71 -22.78 -6.21
H 7.60 -17.56 -14.71
N 6.01 -19.13 -6.71
N 5.90 -9.12 -5.55
H 0.30 -15.39 -10.17
N 7.90 -14.83 -2.92
H 2.87 -12.97 -11.98
H 6.04 -16.50 -5.00
H 13.47 -17.84 -7.45
H 14.55 -14.22 -8.33
C 3.37 -22.09 -9.89
H 7.26 -22.29 -4.86
H 10.87 -18.98 -7.56
H 5.83 -22.80 -4.05
C 11.60 -12.51 -8.81
C 5.13 -14.53 -5.10
C 5.72 -20.74 -4.67
H 1.33 -20.09 -8.56
H 14.82 -17.10 -9.25
C 10.90 -13.67 -13.13
C 9.49 -11.63 -4.25
C 14.67 -16.36 -8.46
C 9.53 -20.08 -6.51
H 5.58 -12.86 -6.54
C 11.47 -12.43 -7.29
H 0.50 -18.84 -5.90
C 12.16 -16.36 -8.10
H 7.74 -10.22 -7.87
C 4.42 -11.93 -13.12
H 2.55 -14.82 -9.50
H 0.09 -18.51 -11.85
H 1.37 -19.52 -4.53
H 9.73 -18.00 -6.71
C 0.30 -18.62 -10.78
H 4.68 -16.39 -6.04
H 11.54 -13.52 -9.21
C 0.29 -20.25 -8.84
H 9.07 -15.50 -11.04
H 4.62 -22.76 -6.28
N -1.74 -13.01 -8.27
C 8.52 -13.97 -12.48
C 12.79 -11.76 -9.43
H 7.52 -11.45 -6.71
C 7.15 -14.30 -3.61
H 0.85 -20.71 -10.90
H 2.05 -17.60 -7.88
H 4.00 -14.89 -11.48
C 5.58 -15.85 -5.74
H 1.35 -14.05 -8.43
H 4.27 -11.71 -6.86
C 6.18 -22.19 -4.88
C 5.82 -16.46 -9.42
H 8.36 -15.71 -8.50
H 4.31 -18.72 -12.14
H 3.06 -13.53 -13.57
N 9.32 -21.02 -5.88
H 4.82 -11.46 -12.22
H 3.74 -11.18 -13.54
C 3.65 -13.19 -12.71
C 0.66 -14.40 -10.47
H 6.06 -19.94 -9.43
C 9.28 -9.07 -4.15
H -1.28 -13.70 -11.25
H 11.36 -11.41 -6.91
C 6.11 -18.13 -13.19
H 6.19 -22.23 -7.02
H 6.50 -16.27 -10.26
H 8.82 -9.05 -5.14
H 8.19 -14.13 -10.37
H 10.57 -13.00 -7.00
H 9.28 -20.86 -9.13
H -0.05 -21.23 -8.51
H 6.63 -17.51 -12.45
C 4.61 -18.10 -12.99
C 1.65 -18.10 -10.55
H 2.49 -22.44 -9.36
H 8.21 -12.92 -12.41
H 7.64 -14.51 -12.83
H 10.19 -12.46 -4.33
H 6.16 -14.47 -8.56
H 5.41 -10.92 -8.92
C 9.60 -14.15 -13.57
H 9.83 -8.13 -4.13
H 2.79 -19.67 -6.67
H 6.04 -16.82 -14.94
C 6.17 -15.52 -8.26
C 8.93 -18.78 -8.57
H 13.75 -12.20 -9.16
C 5.92 -19.85 -5.82
H 4.14 -17.15 -12.72
C 8.10 -14.77 -6.79
H 9.67 -15.21 -13.82
C 8.24 -9.02 -3.12
N 6.13 -19.61 -16.39
C 6.31 -18.81 -15.59
H 12.79 -10.74 -9.02
H 15.53 -16.38 -7.79
H 3.49 -18.72 -5.42
H 4.81 -16.26 -9.76
H 5.76 -17.52 -9.16
C 6.33 -9.83 -6.35
N 6.23 -12.39 -14.93
H 1.15 -14.57 -11.43
C 0.14 -20.07 -10.37
H 5.39 -13.86 -11.54
H 6.27 -15.77 -6.57
C 1.75 -14.08 -9.44
C 4.19 -21.02 -9.14
C 6.52 -17.74 -14.61
C 6.21 -13.63 -4.50
C 5.58 -20.85 -9.77
N 13.45 -13.50 -5.95
C 14.57 -14.98 -9.12
H 13.60 -14.87 -9.61
C 10.21 -10.29 -4.07
H 10.74 -11.96 -9.20
C 13.47 -16.76 -7.59
H 5.42 -15.72 -7.49
N 7.48 -8.89 -2.27
H -0.84 -20.44 -10.64
C 7.59 -15.77 -7.72
H 12.64 -11.68 -10.50
H 5.69 -12.86 -3.93
H 10.33 -19.71 -9.93
C 2.65 -18.73 -6.12
H 6.29 -20.35 -3.82
C 2.82 -16.25 -6.52
N 4.69 -24.17 -10.75
H 9.27 -13.68 -14.49
H 6.75 -13.08 -5.28
H 8.95 -11.49 -5.18
C 8.96 -14.42 -11.08
H 6.25 -21.63 -9.40
H 15.31 -14.84 -9.90
H 4.45 -13.04 -7.92
H 3.82 -17.64 -7.56
H 1.27 -17.80 -4.71
C -0.51 -13.41 -10.54
C 9.81 -18.89 -7.33
C 1.39 -18.73 -5.27
H 8.79 -11.88 -3.45
H 4.58 -13.97 -5.86
H 10.75 -10.24 -3.12
H 13.54 -16.30 -6.60
H 10.97 -10.14 -4.84
H 9.94 -14.00 -10.83
H 4.13 -18.52 -13.88
H 4.40 -14.77 -4.33
C 4.58 -14.26 -12.16
H 8.94 -17.82 -9.09
C 12.58 -13.05 -6.54
H 7.60 -16.78 -7.30
H 4.66 -20.68 -4.42
N 11.11 -16.03 -8.45
H 6.40 -19.17 -13.05
H -0.41 -17.92 -10.34
H 3.66 -20.07 -9.19
H 7.89 -18.89 -8.28
C 4.13 -23.25 -10.37
C 2.82 -17.59 -7.11
H -0.11 -12.44 -10.86
C 5.44 -12.19 -14.12
H 4.33 -21.30 -8.10
```

---

Calculated energy above the lowest of the compared OMol25 structures with the same formula, charge and spin in order - 17.9; 57.4; 51.5; 103.1; 23.6; 65.4; 84.5; 38.9; 3.0; 0.0; 118.6 kcal per mole
Calculated E in order - -270.808058; -687.667899; -421.625206; -2200.479905; -496.774499; -612.392681; -612.362322; -537.151375; -1731.765139; -771.280749; -3170.331882 a.u.